ORCA calculation (wB97M-V/def2-TZVPD) on a 6-piece molecular cluster, C12H36ClN2O11 overall in a non-equilibrium geometry.

Computed properties:
maximum force	4.5	eV/Å
calculated total energy	-1875.5931	Ha
E_HOMO (spin up / spin down)	-8.1 / -8.1	eV
spin multiplicity	2

XYZ file:
```
62
C12H36ClN2O11 wB97M-V/def2-TZVPD
Cl -1.441 0.179 0.826
O -2.089 -1.002 1.341
O -2.274 1.121 0.158
O -0.806 0.903 1.905
O -0.376 -0.283 -0.010
O -0.822 4.427 1.572
H -0.380 3.664 1.200
H -0.340 5.177 1.225
O 0.959 2.906 0.069
H 0.693 1.987 0.108
H 1.262 3.030 -0.830
O -2.224 2.927 3.420
H -2.549 2.599 4.258
H -1.608 2.258 3.123
C 3.718 1.091 1.767
O 4.120 0.343 2.883
C 3.520 0.619 4.196
C 2.069 0.164 4.240
N 1.859 -1.299 4.216
C 0.513 -1.555 3.884
C 0.114 -3.005 4.317
O 0.325 -3.494 5.697
C 0.050 -4.893 5.899
H 2.925 0.600 1.202
H 4.633 1.198 1.184
H 3.407 2.116 1.968
H 3.648 1.701 4.195
H 4.011 0.076 5.004
H 1.585 0.693 3.420
H 1.552 0.513 5.134
H 2.138 -1.623 5.131
H 0.428 -1.467 2.801
H -0.216 -0.897 4.356
H 0.863 -3.547 3.739
H -0.816 -3.330 3.849
H 0.316 -5.082 6.939
H 0.776 -5.538 5.403
H -0.894 -5.360 5.619
C -0.953 2.626 -7.947
O -1.130 2.054 -6.643
C -2.473 1.587 -6.236
C -2.566 1.318 -4.755
N -1.995 -0.031 -4.588
C -1.852 -0.361 -3.136
C -1.027 -1.717 -2.954
O 0.304 -1.544 -3.480
C 1.077 -2.789 -3.329
H -1.418 2.054 -8.750
H 0.116 2.723 -8.135
H -1.509 3.562 -8.000
H -2.839 0.727 -6.797
H -3.158 2.391 -6.501
H -3.616 1.243 -4.470
H -1.998 1.988 -4.110
H -1.040 -0.001 -4.914
H -2.835 -0.200 -2.693
H -1.216 0.391 -2.668
H -1.429 -2.504 -3.592
H -0.998 -2.056 -1.919
H 1.152 -3.162 -2.308
H 2.133 -2.639 -3.554
H 0.622 -3.578 -3.928
```

=====

ORCA calculation (wB97M-V/def2-TZVPD) on C12H36HfO16P3S as an isolated structure in a non-equilibrium geometry.

Computed properties:
maximum force	13.9	eV/Å
calculated total energy	-3152.0625	Ha
total charge	+3
E_HOMO	-16.9	eV
spin multiplicity	1

XYZ file:
```
69
C12H36HfO16P3S wB97M-V/def2-TZVPD
Hf 17.322 -24.746 6.974
O 18.126 -24.937 4.975
H 18.595 -25.240 4.182
O 17.579 -27.559 -1.215
S 17.069 -27.119 0.062
O 15.787 -26.439 0.154
O 17.121 -28.391 1.048
C 16.475 -28.379 2.318
C 16.774 -29.705 2.983
C 18.345 -26.065 0.844
H 15.385 -28.345 2.289
H 16.827 -27.513 2.885
H 17.826 -29.975 2.888
H 16.195 -30.523 2.556
H 16.446 -29.626 4.021
H 17.858 -25.480 1.625
H 18.759 -25.471 0.031
H 19.144 -26.660 1.287
C 19.731 -22.306 3.652
O 19.800 -21.356 4.736
P 18.521 -21.208 5.707
O 17.964 -22.475 6.255
O 17.436 -20.357 4.856
C 17.778 -19.129 4.249
O 19.007 -20.211 6.849
C 18.189 -19.624 7.841
H 18.687 -22.510 3.412
H 20.218 -23.251 3.892
H 20.230 -21.864 2.792
H 18.216 -18.437 4.972
H 16.911 -18.607 3.849
H 18.559 -19.265 3.501
H 18.650 -19.578 8.826
H 17.231 -20.139 7.940
H 17.936 -18.612 7.525
C 23.052 -24.559 5.727
O 21.753 -23.937 6.021
P 21.092 -24.172 7.470
O 19.565 -24.233 7.440
O 21.793 -25.458 8.109
C 21.597 -25.706 9.473
O 21.695 -22.972 8.326
C 21.679 -21.625 7.825
H 23.439 -25.190 6.525
H 23.811 -23.789 5.594
H 22.959 -25.167 4.830
H 22.523 -25.923 10.004
H 20.882 -26.513 9.620
H 21.253 -24.808 9.991
H 21.030 -20.931 8.352
H 21.475 -21.488 6.763
H 22.680 -21.192 7.851
C 20.664 -26.859 4.294
O 20.925 -27.027 5.672
P 19.894 -27.708 6.643
O 18.839 -26.690 6.971
O 19.349 -28.974 5.800
C 18.746 -30.092 6.464
O 20.688 -28.271 7.922
C 21.693 -29.289 7.760
H 21.303 -27.455 3.645
H 20.816 -25.806 4.052
H 19.637 -27.084 3.997
H 19.376 -30.973 6.564
H 17.878 -30.409 5.887
H 18.329 -29.813 7.433
H 22.183 -29.203 6.791
H 21.276 -30.286 7.891
H 22.377 -29.016 8.561
```

=====

ORCA calculation (wB97M-V/def2-TZVPD) on a 12-piece molecular cluster, C12H36N12O24 overall in a non-equilibrium geometry.

Computed properties:
maximum force	4.6	eV/Å
calculated total energy	-2940.4101	Ha
SMILES	C[N+](=O)[O-].C[N+](=O)[O-].C[N+](=O)[O-].C[N+](=O)[O-].C[N+](=O)[O-].C[N+](=O)[O-].C[N+](=O)[O-].C[N+](=O)[O-].C[N+](=O)[O-].C[N+](=O)[O-].C[N+](=O)[O-].C[N+](=O)[O-]
E_HOMO	-10.9	eV
spin multiplicity	1

XYZ file:
```
84
C12H36N12O24 wB97M-V/def2-TZVPD
C -0.779 2.103 -6.782
N -0.594 0.719 -6.953
O -1.065 -0.108 -6.240
O 0.293 0.355 -7.698
H -0.363 2.625 -7.644
H -0.296 2.457 -5.871
H -1.860 2.245 -6.799
C -0.357 4.656 0.999
N 0.308 3.781 1.992
O 1.058 4.306 2.817
O 0.131 2.632 1.791
H 0.270 5.543 0.899
H -1.301 4.881 1.494
H -0.506 4.163 0.038
C -3.366 -3.168 6.078
N -2.220 -2.376 5.604
O -1.222 -2.998 5.411
O -2.354 -1.198 5.536
H -3.629 -3.818 5.243
H -4.206 -2.532 6.357
H -3.079 -3.698 6.986
C 5.805 1.692 1.145
N 5.534 1.243 2.556
O 6.494 1.086 3.313
O 4.374 1.169 2.837
H 4.963 1.717 0.453
H 6.718 1.336 0.666
H 6.050 2.747 1.261
C 1.005 3.602 -3.182
N 0.505 5.015 -3.243
O -0.423 5.216 -2.539
O 1.024 5.907 -3.919
H 1.221 3.331 -2.148
H 1.867 3.429 -3.825
H 0.174 3.052 -3.624
C -0.182 -0.286 0.297
N -0.459 0.838 -0.609
O 0.141 0.975 -1.648
O -1.313 1.640 -0.325
H -0.490 -1.185 -0.237
H -0.859 -0.141 1.139
H 0.835 -0.319 0.689
C -1.336 2.131 5.206
N -2.540 2.844 4.574
O -2.547 4.075 4.294
O -3.374 2.098 4.188
H -0.761 1.872 4.318
H -1.709 1.192 5.615
H -0.729 2.721 5.893
C -3.996 -0.645 -2.828
N -4.220 -1.560 -1.653
O -3.607 -1.240 -0.644
O -4.902 -2.547 -1.747
H -2.913 -0.702 -2.937
H -4.362 0.298 -2.422
H -4.533 -0.834 -3.758
C 5.633 -4.406 0.874
N 4.270 -3.839 1.276
O 4.118 -2.627 1.466
O 3.405 -4.689 1.515
H 6.141 -3.867 0.074
H 5.582 -5.479 0.686
H 6.092 -4.291 1.856
C -3.670 4.079 -1.163
N -3.949 4.413 -2.588
O -4.877 5.230 -2.796
O -3.414 3.787 -3.445
H -4.343 3.281 -0.849
H -3.769 5.039 -0.656
H -2.625 3.771 -1.198
C 0.169 -5.696 2.766
N -0.638 -6.842 2.406
O -0.848 -7.776 3.160
O -1.084 -6.800 1.247
H 0.006 -5.530 3.831
H -0.032 -4.862 2.094
H 1.194 -6.062 2.707
C 2.285 -3.917 -2.778
N 2.445 -4.489 -4.127
O 1.404 -4.413 -4.817
O 3.564 -4.907 -4.459
H 1.604 -4.628 -2.310
H 1.814 -2.958 -2.994
H 3.202 -3.858 -2.192
```

=====

ORCA calculation (wB97M-V/def2-TZVPD) on a 6-piece molecular cluster, C12H36N4O6 overall in a non-equilibrium geometry.

Computed properties:
maximum force	12.5	eV/Å
calculated total energy	-1149.1141	Ha
SMILES	NC(N)=O.NC(N)=O.CC(C)O.CC(C)O.CC(C)O.CO
E_HOMO	-9.1	eV
spin multiplicity	1

XYZ file:
```
58
C12H36N4O6 wB97M-V/def2-TZVPD
C -16.507 -19.431 -10.979
O -15.411 -20.336 -10.746
H -16.251 -18.790 -11.840
H -16.687 -18.819 -10.109
H -17.460 -19.955 -11.160
H -15.681 -20.884 -10.006
C -15.972 -21.906 -8.114
O -16.044 -23.152 -7.577
N -16.990 -21.287 -8.567
N -14.858 -21.194 -8.143
H -17.856 -21.763 -8.557
H -17.078 -20.266 -8.463
H -14.022 -21.756 -7.964
H -14.642 -20.335 -8.669
C -16.667 -18.677 -6.323
O -17.255 -18.552 -7.556
N -16.904 -17.880 -5.296
N -15.691 -19.523 -6.111
H -17.506 -17.002 -5.358
H -16.422 -18.036 -4.444
H -15.406 -20.116 -6.938
H -15.216 -19.542 -5.220
C -12.631 -18.505 -6.715
C -13.238 -18.096 -8.040
C -12.587 -18.939 -9.181
O -14.437 -18.179 -8.218
H -12.614 -19.609 -6.647
H -13.171 -18.097 -5.890
H -11.652 -18.070 -6.640
H -13.051 -17.058 -8.190
H -11.480 -18.869 -9.203
H -12.967 -18.845 -10.189
H -12.790 -20.011 -8.925
H -14.935 -18.064 -7.407
C -13.058 -23.924 -9.550
C -12.978 -24.015 -8.042
C -11.846 -24.869 -7.657
O -12.742 -22.914 -7.508
H -13.658 -24.843 -9.753
H -12.079 -23.900 -10.072
H -13.540 -23.088 -9.908
H -13.907 -24.286 -7.693
H -11.687 -24.847 -6.666
H -10.898 -24.625 -8.157
H -12.059 -25.967 -7.830
H -12.360 -23.117 -6.676
C -13.310 -21.234 -4.595
C -12.529 -22.428 -4.226
C -13.400 -23.662 -4.081
O -11.644 -22.822 -5.034
H -12.624 -20.405 -4.719
H -13.880 -20.995 -3.730
H -13.876 -21.409 -5.552
H -11.996 -22.154 -3.320
H -12.840 -24.602 -3.874
H -13.878 -23.855 -5.071
H -14.170 -23.618 -3.361
H -10.840 -23.011 -4.487
```

=====

ORCA calculation (wB97M-V/def2-TZVPD) on a 6-piece molecular cluster, C12H36O12 overall in a non-equilibrium geometry.

Computed properties:
maximum force	1.4	eV/Å
calculated total energy	-1381.5695	Ha
SMILES	OCCO.OCCO.OCCO.OCCO.OCCO.OCCO
E_HOMO	-9.4	eV
spin multiplicity	1

XYZ file:
```
60
C12H36O12 wB97M-V/def2-TZVPD
C 2.402 3.411 -2.495
C 1.021 3.277 -3.084
O -0.002 3.651 -2.146
O 2.589 4.657 -1.855
H 3.080 3.362 -3.358
H 2.659 2.561 -1.855
H 0.834 2.214 -3.301
H 0.895 3.746 -4.065
H -0.816 3.376 -2.583
H 3.524 4.869 -1.821
C 0.252 -0.878 0.041
C 1.048 -0.980 -1.261
O 0.379 -1.700 -2.303
O -0.716 0.152 -0.049
H 0.997 -0.615 0.804
H -0.246 -1.810 0.297
H 2.027 -1.432 -1.074
H 1.174 0.039 -1.634
H 0.365 -2.613 -1.973
H -0.301 0.977 -0.318
C 1.877 0.291 5.003
C 1.973 1.028 3.692
O 0.660 1.481 3.298
O 1.708 1.170 6.107
H 2.795 -0.285 5.126
H 1.026 -0.396 4.980
H 2.292 0.290 2.939
H 2.676 1.860 3.643
H 0.788 2.054 2.535
H 0.773 1.319 6.265
C -2.781 1.885 2.654
C -2.223 3.086 3.401
O -1.595 2.682 4.604
O -3.680 1.139 3.456
H -1.943 1.227 2.388
H -3.285 2.217 1.747
H -2.994 3.820 3.646
H -1.562 3.684 2.755
H -0.791 2.195 4.360
H -3.202 0.952 4.273
C -3.807 -0.125 -2.156
C -2.845 -0.809 -3.119
O -1.664 -0.040 -3.280
O -3.457 -0.316 -0.806
H -4.770 -0.617 -2.336
H -3.923 0.934 -2.403
H -3.333 -1.060 -4.068
H -2.504 -1.778 -2.728
H -0.876 -0.544 -3.016
H -2.516 -0.106 -0.704
C 1.822 -4.592 -1.375
C 2.057 -5.661 -2.416
O 1.703 -6.955 -1.911
O 0.422 -4.352 -1.175
H 2.299 -3.676 -1.749
H 2.299 -4.746 -0.404
H 3.080 -5.709 -2.793
H 1.471 -5.436 -3.315
H 0.785 -7.148 -2.120
H 0.077 -5.229 -0.965
```

=====

ORCA calculation (wB97M-V/def2-TZVPD) on a 6-piece molecular cluster, C12H36O12 overall in a non-equilibrium geometry.

Computed properties:
maximum force	3.4	eV/Å
calculated total energy	-1381.4783	Ha
SMILES	OCCO.OCCO.OCCO.OCCO.OCCO.OCCO
E_HOMO	-9.5	eV
spin multiplicity	1

XYZ file:
```
60
C12H36O12 wB97M-V/def2-TZVPD
C 4.176 2.449 -2.408
C 4.847 1.908 -1.088
O 4.925 0.487 -1.063
O 4.118 3.920 -2.425
H 3.213 1.907 -2.573
H 4.782 2.192 -3.211
H 4.288 2.266 -0.274
H 5.868 2.309 -1.061
H 4.038 0.028 -0.918
H 4.835 4.201 -3.047
C -0.220 -4.560 0.857
C -1.504 -4.668 1.759
O -1.329 -5.889 2.479
O -0.421 -3.590 -0.166
H 0.106 -5.514 0.321
H 0.596 -4.127 1.390
H -2.513 -4.785 1.162
H -1.644 -3.781 2.470
H -2.111 -6.367 2.602
H -1.363 -3.608 -0.389
C -3.873 -1.600 2.412
C -3.129 -0.945 1.233
O -2.693 0.311 1.614
O -5.117 -2.165 1.983
H -3.930 -1.032 3.347
H -3.193 -2.423 2.727
H -3.555 -1.030 0.249
H -2.197 -1.472 1.155
H -3.383 0.952 1.787
H -5.112 -3.125 2.052
C 0.854 -0.565 1.431
C 1.205 0.774 0.678
O 2.157 0.507 -0.369
O -0.123 -0.238 2.417
H 1.709 -1.044 1.864
H 0.465 -1.382 0.699
H 1.666 1.522 1.316
H 0.331 1.253 0.157
H 1.825 -0.039 -1.131
H -1.034 -0.394 2.109
C -0.615 -1.020 -2.147
C -0.249 0.234 -2.872
O 1.155 0.205 -3.107
O -1.952 -1.088 -1.743
H -0.089 -1.186 -1.207
H -0.312 -1.930 -2.762
H -0.560 1.122 -2.258
H -0.846 0.309 -3.766
H 1.361 0.903 -3.705
H -2.396 -1.423 -2.472
C 0.369 4.137 0.259
C -0.770 3.556 1.102
O -1.770 4.554 1.140
O 0.044 5.170 -0.659
H 1.050 3.455 -0.344
H 1.007 4.641 1.006
H -0.485 3.160 2.063
H -1.066 2.661 0.617
H -1.553 5.015 0.283
H 0.119 4.881 -1.574
```

=====

ORCA calculation (wB97M-V/def2-TZVPD) on a 6-piece molecular cluster, C12H36O6 overall in a non-equilibrium geometry.

Computed properties:
maximum force	9.5	eV/Å
calculated total energy	-929.9354	Ha
SMILES	CCO.CCO.CCO.CCO.CCO.CCO
E_HOMO	-9.8	eV
spin multiplicity	1

XYZ file:
```
54
C12H36O6 wB97M-V/def2-TZVPD
C 24.427 2.054 31.960
C 24.518 3.110 30.936
O 23.292 3.322 30.292
H 25.331 2.045 32.423
H 24.109 1.164 31.492
H 23.636 2.079 32.715
H 25.104 2.671 30.094
H 24.852 4.231 31.384
H 23.536 3.820 29.497
C 25.927 6.357 38.732
C 25.298 7.465 37.799
O 26.087 8.667 38.032
H 27.033 6.367 38.829
H 25.554 5.475 38.569
H 25.656 6.529 39.831
H 24.255 7.511 38.185
H 25.596 7.349 36.798
H 25.472 9.418 37.593
C 28.284 10.753 32.884
C 27.214 11.182 33.838
O 26.981 10.364 34.968
H 28.150 9.781 32.334
H 29.299 10.908 33.328
H 28.237 11.366 32.114
H 26.228 11.500 33.221
H 27.528 12.190 34.238
H 26.233 10.703 35.479
C 25.257 6.052 33.184
C 26.311 7.094 33.418
O 25.788 8.417 33.320
H 24.540 6.136 34.045
H 25.643 5.060 33.051
H 24.743 6.302 32.294
H 27.249 6.996 32.721
H 26.533 7.067 34.484
H 26.333 9.085 33.690
C 30.675 7.039 35.529
C 29.870 7.175 34.180
O 29.842 5.879 33.639
H 29.880 6.607 36.290
H 31.013 8.200 35.875
H 31.571 6.354 35.759
H 30.279 7.681 33.493
H 28.830 7.391 34.488
H 29.972 6.185 32.750
C 21.526 6.308 31.359
C 20.136 6.909 31.414
O 20.281 8.292 31.082
H 21.426 5.221 31.033
H 22.302 6.720 32.128
H 21.991 6.783 30.407
H 19.760 6.942 32.461
H 19.249 6.312 31.091
H 19.703 8.708 31.606
```